# 1
An isolated molecule of C3H7NO2, computed with ωB97M-V/def2-TZVPD.

Results
ΔE to the lowest compared entry with this formula, charge and spin in kcal per mole: 96.8
Multiplicity: 1
DFT total energy in eV: -8806.3299
Kohn-Sham gap in eV: 7.0

XYZ file:
```
13
Properties=species:S:1:pos:R:3:nbo_charge:R:1
N -1.4701 -0.6055 -1.2950 -0.748
C -0.5053 0.1323 -0.7653 0.697
O 0.3499 0.6494 -1.6372 -0.688
C -0.4173 0.3997 0.6799 -0.546
C 0.9192 -0.3123 0.7958 -0.343
O 1.7670 0.3970 1.7135 -0.754
H -2.2428 -0.9229 -0.7300 0.410
H -1.3990 -0.9232 -2.2510 0.415
H -1.3044 0.0601 1.2403 0.187
H -0.2667 1.4716 0.8440 0.256
H 0.7570 -1.3413 1.1425 0.141
H 1.1679 0.5910 -1.0598 0.510
H 2.6445 0.4041 1.3221 0.466
```


# 2
A cluster of 2 separate species, C7H17P in total at a distorted geometry, computed with ωB97M-V/def2-TZVPD.

Results
ΔE to the lowest compared entry with this formula, charge and spin in kcal per mole: 120.3
Multiplicity: 1
DFT total energy in eV: -16818.1802
Kohn-Sham gap in eV: 8.2

XYZ file:
```
25
Properties=species:S:1:pos:R:3:nbo_charge:R:1
C -1.9427 -1.2430 1.9628 -0.575
C 1.1009 1.4683 -1.1563 -0.639
C -1.3387 1.3415 -0.4068 -0.666
C 0.5712 1.5148 1.3849 -0.657
C 1.5835 -1.8325 0.3414 -0.900
C -0.6733 -1.4366 -1.6845 -0.929
C 0.1617 0.9583 -0.0622 -0.260
P -0.1539 -0.9786 0.0976 0.991
H -1.2144 -1.2236 2.8227 0.114
H -2.2775 -2.2284 1.8729 0.101
H 1.2120 2.6056 -1.2935 0.224
H 2.0753 1.0424 -1.1789 0.210
H 0.6999 1.2731 -2.1140 0.208
H -1.5105 0.9004 -1.4191 0.202
H -1.4501 2.4986 -0.2916 0.219
H -1.9789 0.8730 0.4403 0.278
H 1.6429 1.5449 1.7864 0.223
H 0.2802 2.5989 1.4225 0.213
H -0.0304 1.1458 2.2619 0.236
H 2.3180 -1.1630 -0.0875 0.228
H 1.6555 -2.1309 1.3764 0.242
H 1.5076 -2.7792 -0.0902 0.227
H 0.2524 -1.6435 -2.2965 0.230
H -1.1863 -2.4438 -1.5706 0.245
H -1.3044 -0.6626 -2.1180 0.234
```


# 3
An isolated molecule of C20H34F5N2O5PS at a distorted geometry, computed with ωB97M-V/def2-TZVPD.

Results
Multiplicity: 1
DFT total energy in eV: -68218.3763
Kohn-Sham gap in eV: 8.8
SMILES: CCN[C@@]1(P(CC)CC)C(=O)N[C@](CC=O)(S(=O)(=O)C(F)(F)C(F)(F)F)[C@@H]1CCCCCOC

XYZ file:
```
68
Properties=species:S:1:pos:R:3:nbo_charge:R:1
C -1.9004 -0.2294 3.5283 -0.613
C -0.9566 -0.3593 2.3391 -0.240
N -0.7655 0.9432 1.6966 -0.668
C -0.4992 0.9613 0.2577 -0.254
P -1.9729 0.2834 -0.6949 0.775
C -1.8711 0.9077 -2.4269 -0.736
C -2.0399 -0.2386 -3.4522 -0.612
C -3.4097 1.1289 0.1059 -0.700
C -4.4128 1.7121 -0.8926 -0.604
C -0.2629 2.4591 -0.0235 0.721
O -0.9590 3.2232 -0.6371 -0.510
N 1.0163 2.8000 0.5410 -0.701
C 1.8500 1.6417 0.3651 -0.014
C 2.7511 1.2758 1.5596 -0.555
C 2.0146 1.2591 2.8738 0.449
O 2.1357 0.3525 3.6706 -0.517
S 3.1659 2.1966 -0.8655 2.049
O 3.5169 3.5431 -0.5031 -0.905
O 4.2055 1.1971 -0.9295 -0.918
C 2.5060 2.3306 -2.6162 0.392
F 2.8972 1.2664 -3.3294 -0.293
F 1.1614 2.4100 -2.6143 -0.310
C 3.0467 3.6019 -3.3243 0.924
F 4.3695 3.6332 -3.3001 -0.295
F 2.6499 3.5548 -4.5963 -0.305
F 2.5583 4.6957 -2.7786 -0.286
C 0.9181 0.3936 0.0184 -0.180
C 1.2217 -0.3957 -1.2612 -0.449
C 1.1728 -1.9428 -1.1445 -0.379
C 0.2090 -2.5681 -0.1476 -0.422
C 0.3672 -4.0933 -0.1062 -0.422
C -0.5601 -4.7528 0.9295 -0.055
O -0.8453 -3.9290 2.0414 -0.555
C 0.0868 -4.0166 3.1042 -0.252
H -2.8138 0.3043 3.2459 0.198
H -1.4168 0.3701 4.3062 0.210
H -2.1556 -1.2039 3.9392 0.228
H -1.3245 -1.1147 1.6413 0.210
H 0.0014 -0.7231 2.7305 0.193
H -1.5191 1.5707 1.9391 0.376
H -0.9209 1.3999 -2.6036 0.239
H -2.6290 1.6641 -2.6181 0.241
H -1.0692 -0.5846 -3.8156 0.205
H -2.6594 0.0700 -4.2932 0.213
H -2.5151 -1.1048 -2.9847 0.211
H -3.9050 0.3589 0.7008 0.225
H -3.1318 1.9282 0.7983 0.208
H -4.7560 0.9688 -1.6139 0.206
H -5.2638 2.1401 -0.3618 0.217
H -3.9497 2.5230 -1.4581 0.212
H 0.9526 3.1479 1.4843 0.408
H 3.5489 2.0256 1.6594 0.262
H 3.2163 0.3057 1.3903 0.261
H 1.3729 2.1142 3.1349 0.118
H 1.1244 -0.3001 0.8360 0.234
H 2.2524 -0.1831 -1.5384 0.230
H 0.6113 -0.0636 -2.0964 0.217
H 2.1850 -2.3092 -0.9397 0.199
H 0.9193 -2.3213 -2.1412 0.207
H 0.3954 -2.2045 0.8612 0.201
H -0.8226 -2.3523 -0.4325 0.226
H 0.0907 -4.4866 -1.0916 0.204
H 1.4155 -4.3691 0.0439 0.194
H -0.1061 -5.6934 1.2678 0.167
H -1.5059 -5.0250 0.4570 0.185
H -0.3506 -4.5656 3.9419 0.179
H 0.3572 -3.0071 3.4242 0.183
H 1.0063 -4.5245 2.7995 0.172
```


# 4
A structure of composition C23H44LaNOP3 at a distorted geometry, computed with ωB97M-V/def2-TZVPD.

Results
ΔE to the lowest compared entry with this formula, charge and spin in kcal per mole: 0.0
Multiplicity: 1
DFT total energy in eV: -56803.9030
Kohn-Sham gap in eV: 3.1
Net charge: +3

XYZ file:
```
73
Properties=species:S:1:pos:R:3:lowdin_charge:R:1
La -0.4467 -0.2173 0.1704 1.570
P 1.8817 1.1035 1.3826 0.671
P -1.0679 2.1181 -1.4983 0.661
P 1.5489 -0.5702 -1.9889 0.658
H -1.8813 -2.7629 -0.0129 0.100
C -0.8000 -2.7739 -0.2836 -0.163
C 0.1707 -2.7547 0.6925 -0.134
H -0.0935 -2.7204 1.7574 0.077
C 1.5843 1.5088 3.1355 -0.265
C 2.6205 2.6750 0.7970 -0.244
C 3.3504 -0.0031 1.5186 -0.248
C -2.4333 1.5616 -2.6057 -0.247
C -1.8574 3.4071 -0.4648 -0.252
C 0.0589 3.0833 -2.5822 -0.240
C 2.4168 -2.1755 -1.8994 -0.261
C 2.9187 0.5534 -2.4244 -0.247
C 0.6273 -0.7557 -3.5677 -0.272
H -0.6045 -3.0088 -1.3481 0.088
H 1.2412 -2.9028 0.4813 0.080
H 1.1641 0.6412 3.6606 0.029
H 0.8429 2.3157 3.1968 0.061
H 2.5084 1.8238 3.6350 0.076
H 1.8381 3.4486 0.8007 0.050
H 2.9805 2.5694 -0.2362 0.035
H 3.4473 3.0007 1.4468 0.080
H 3.0352 -0.9594 1.9693 0.050
H 4.1305 0.4544 2.1538 0.080
H 3.7646 -0.2263 0.5202 0.029
H -2.8808 2.4019 -3.1519 0.077
H -3.2047 1.0679 -1.9927 0.047
H -2.0573 0.8080 -3.3133 0.037
H -2.2767 4.2176 -1.0718 0.077
H -1.1030 3.8107 0.2245 0.050
H -2.6451 2.9550 0.1546 0.028
H -0.4576 3.9352 -3.0529 0.080
H 0.4890 2.4323 -3.3548 0.035
H 0.8951 3.4534 -1.9684 0.045
H 2.9808 -2.3480 -2.8276 0.078
H 1.7010 -2.9967 -1.7482 0.039
H 3.1165 -2.1748 -1.0495 0.051
H 3.4082 0.2175 -3.3478 0.078
H 3.6608 0.5688 -1.6119 0.041
H 2.5452 1.5774 -2.5705 0.032
H 1.2925 -1.1575 -4.3488 0.077
H 0.2161 0.2097 -3.9090 0.035
H -0.2157 -1.4589 -3.4378 0.045
C -2.5903 -0.8880 -7.0497 -0.320
C -3.7112 -1.3847 -7.7525 -0.015
C -3.9257 -2.7630 -7.7739 -0.066
C -3.0290 -3.6369 -7.1341 -0.087
C -1.8998 -3.1292 -6.4790 -0.098
C -1.6597 -1.7539 -6.4535 -0.052
O -2.3753 0.4509 -6.8463 0.020
H -3.0530 0.9464 -7.3332 0.111
H -4.3971 -0.6897 -8.2466 0.121
H -4.7996 -3.1663 -8.2913 0.118
H -3.2095 -4.7133 -7.1519 0.108
H -1.1923 -3.7954 -5.9814 0.098
H -0.7827 -1.3229 -5.9737 0.081
C -4.1001 0.4849 5.8109 -0.002
C -3.2934 0.3162 4.5630 -0.204
C -2.0777 -0.3742 4.5534 0.027
C -1.3669 -0.5108 3.3718 -0.142
N -1.8128 0.0127 2.1898 -0.200
C -3.0032 0.6914 2.1962 -0.112
C -3.7444 0.8576 3.3543 0.024
H -3.6141 0.0007 6.6579 0.096
H -4.2374 1.5435 6.0525 0.113
H -5.0982 0.0500 5.6963 0.114
H -1.6674 -0.8126 5.4655 0.142
H -0.4050 -1.0402 3.3227 0.100
H -3.3236 1.0885 1.2213 0.104
H -4.6816 1.4138 3.2981 0.145
```


# 5
A cluster of 2 separate species, C4H11N2 in total at a distorted geometry, computed with ωB97M-V/def2-TZVPD.

Results
ΔE to the lowest compared entry with this formula, charge and spin in kcal per mole: 118.7
Multiplicity: 1
DFT total energy in eV: -7295.8016
Kohn-Sham gap in eV: 10.3
Net charge: +1

XYZ file:
```
17
Properties=species:S:1:pos:R:3:nbo_charge:R:1
C -1.6297 0.0405 1.2567 -0.028
C -1.4508 -1.3389 -0.9695 0.070
C -0.2800 1.7247 -0.1608 -0.455
C 2.5413 -0.6845 -0.1004 -0.852
N -1.3244 -0.5387 0.0032 -0.129
N -0.3940 0.4382 0.5030 -0.161
H -2.3842 0.8360 1.1566 0.225
H -1.6344 -0.5222 2.1485 0.249
H 1.8507 -0.9837 -0.8418 0.186
H -2.1784 -2.1767 -0.9239 0.257
H -0.7282 -1.2342 -1.8763 0.260
H 0.0621 2.4910 0.5790 0.260
H 0.5064 1.6573 -0.9259 0.247
H -1.1896 2.0541 -0.5254 0.204
H 3.5281 -0.3598 -0.3864 0.237
H 1.9579 0.1211 0.3879 0.202
H 2.7472 -1.5240 0.6754 0.228
```


- multiplicity of number 3 (C20H34F5N2O5PS)?
  1